1.
Entry from OMol25: a structure of composition C16H19B2F8N6Os (wB97M-V/def2-TZVPD).

```
52
Properties=species:S:1:pos:R:3:mulliken_spin:R:1
Os -0.414 -0.258 -0.174 2.90
C 0.024 0.915 2.784 0.00
N 0.132 -0.402 2.138 0.19
C -0.722 -1.386 2.827 0.01
C 1.517 -0.886 2.033 0.02
C 2.318 -0.111 1.005 -0.07
N 1.605 -0.104 -0.282 0.48
C 2.320 0.004 -1.454 -0.06
C 1.722 -0.381 -2.670 0.13
F 0.460 -0.830 -2.654 0.04
C 2.389 -0.331 -3.869 -0.05
F 1.765 -0.733 -4.968 -0.01
C 3.691 0.130 -3.930 0.15
C 4.294 0.548 -2.760 -0.06
F 5.531 1.031 -2.782 -0.01
C 3.636 0.497 -1.550 0.10
F 4.260 0.982 -0.474 0.01
H 0.276 0.841 3.846 0.00
H -0.997 1.284 2.692 0.00
H 0.693 1.634 2.313 0.00
H -0.347 -1.568 3.839 0.01
H -0.726 -2.325 2.280 0.00
H -1.737 -0.996 2.895 0.00
H 1.476 -1.936 1.748 0.00
H 2.030 -0.819 2.999 0.00
H 3.294 -0.578 0.904 0.01
H 2.486 0.920 1.327 0.03
H 4.219 0.176 -4.873 0.01
B -3.275 1.889 0.168 -0.01
N -3.398 0.346 -0.053 0.01
C -4.561 -0.285 -0.110 0.08
C -4.350 -1.658 -0.248 0.01
C -2.988 -1.801 -0.273 0.01
N -2.405 -0.572 -0.148 -0.06
N -1.814 2.423 -0.085 -0.01
C -1.551 3.719 -0.122 0.06
C -0.190 3.923 -0.356 0.01
C 0.331 2.661 -0.452 0.02
N -0.658 1.740 -0.282 0.00
H -4.001 2.435 -0.621 0.00
H -3.580 2.155 1.307 0.00
H -5.480 0.279 -0.049 0.00
H -5.091 -2.436 -0.323 0.00
H -2.395 -2.694 -0.375 0.00
H -2.348 4.433 0.016 0.00
H 0.328 4.862 -0.446 0.00
H 1.349 2.362 -0.634 0.00
F 1.172 -4.143 -0.956 0.00
B 0.236 -4.104 -0.008 -0.01
F -0.999 -4.544 -0.280 0.00
F 0.629 -4.080 1.279 0.00
F -0.157 -2.230 -0.140 0.08
```

## Properties
**Spin multiplicity**: 5
**Highest occupied orbital energy (spin up / spin down)**: -12.107 / -12.358 eV
**Net charge**: +1
**⟨S²⟩**: 6.0386
**Energy above the lowest of the compared OMol25 structures with the same formula, charge and spin**: 0.0 kJ/mol
**LUMO (spin up / spin down)**: -2.30 / -5.80 eV
**Gap between HOMO and LUMO (spin up / spin down)**: 9.80 / 6.56 eV

2.
Entry from OMol25: an isolated molecule of C2H7Cl2N2P (wB97M-V/def2-TZVPD).

```
14
Properties=species:S:1:pos:R:3:nbo_charge:R:1
C 0.787 -0.757 -2.258 -0.43
C -1.387 1.089 1.597 -0.97
N 0.193 -1.263 -1.049 -0.45
N -0.333 -0.400 -0.112 -0.77
P 0.226 0.339 1.181 1.50
Cl 1.454 2.065 1.239 -0.32
Cl 0.790 -0.710 2.894 -0.29
H 0.059 -0.016 -2.660 0.21
H 1.795 -0.331 -2.164 0.18
H 0.829 -1.490 -3.181 0.21
H -1.238 1.379 2.677 0.24
H -1.593 1.931 0.817 0.27
H -2.212 0.323 1.620 0.26
H 0.629 -2.159 -0.600 0.35
```

## Properties
**Highest occupied orbital energy (spin up / spin down)**: -8.050 / -8.049 eV
**Energy above the lowest of the compared OMol25 structures with the same formula, charge and spin**: 172.2 kJ/mol
**LUMO (spin up / spin down)**: -0.10 / -0.11 eV
**Gap between HOMO and LUMO (spin up / spin down)**: 7.95 / 7.94 eV

3.
Entry from OMol25: a structure of composition C43H44ClN8PTi (wB97M-V/def2-TZVPD).

```
98
Properties=species:S:1:pos:R:3:mulliken_spin:R:1
Ti -0.258 -0.210 -0.544 0.94
C -1.705 3.723 0.914 0.01
C -0.965 2.457 0.623 0.16
N -1.425 1.514 -0.161 -0.02
C -2.792 1.530 -0.662 0.04
C -2.848 0.835 -2.016 0.02
N -1.966 -0.362 -2.097 0.04
C -2.676 -1.657 -1.945 0.02
C -2.724 -2.060 -0.483 0.05
N -1.362 -2.007 0.074 0.02
C -0.579 -3.246 -0.122 0.03
C 0.923 -3.004 0.184 0.00
N 1.110 -1.577 0.420 -0.02
C 1.918 -1.132 1.318 0.00
C 2.912 -1.986 2.039 0.01
C 1.735 0.290 1.620 0.25
C 2.430 0.996 2.571 -0.05
C 2.065 2.320 2.842 0.13
C 0.974 2.865 2.194 -0.05
C 0.285 2.104 1.254 0.29
N 0.702 0.847 0.925 0.14
H -2.592 3.523 1.520 0.01
H -2.040 4.198 -0.008 0.01
H -1.091 4.439 1.451 0.00
H -3.199 2.536 -0.775 0.00
H -3.428 1.014 0.066 -0.02
H -2.505 1.531 -2.779 -0.01
H -3.879 0.567 -2.259 0.00
H -1.577 -0.343 -3.037 -0.01
H -2.125 -2.409 -2.515 0.00
H -3.681 -1.612 -2.369 0.00
H -3.173 -3.052 -0.378 0.00
H -3.344 -1.363 0.084 -0.01
H -1.422 -1.778 1.081 -0.05
H -0.706 -3.576 -1.154 0.00
H -0.971 -4.046 0.510 0.00
H 1.533 -3.323 -0.665 0.00
H 1.231 -3.594 1.046 0.00
H 3.372 -2.699 1.356 0.00
H 2.422 -2.551 2.836 0.00
H 3.700 -1.391 2.492 0.00
H 3.243 0.538 3.115 0.00
H 2.609 2.895 3.577 0.01
H 0.649 3.868 2.430 0.00
Cl 3.688 0.275 -0.912 0.00
C 3.666 1.559 -2.085 -0.01
C 4.750 2.412 -2.150 0.00
C 4.771 3.407 -3.117 0.00
C 3.724 3.526 -4.014 0.00
C 2.642 2.660 -3.940 0.00
C 2.584 1.667 -2.963 0.02
P 1.178 0.507 -2.827 0.02
C 1.831 -1.096 -3.388 -0.06
C 1.020 -2.211 -3.178 0.03
C 1.414 -3.470 -3.604 0.00
C 2.642 -3.623 -4.233 0.00
C 3.459 -2.520 -4.441 0.00
C 3.055 -1.258 -4.026 0.00
C 0.089 1.029 -4.198 0.00
C -0.143 0.242 -5.324 0.00
C -1.001 0.689 -6.322 0.00
C -1.617 1.926 -6.213 0.00
C -1.382 2.722 -5.098 0.00
C -0.544 2.271 -4.091 0.01
H 5.571 2.288 -1.458 0.00
H 5.616 4.079 -3.173 0.00
H 3.748 4.288 -4.781 0.00
H 1.840 2.755 -4.658 0.00
H 0.050 -2.088 -2.701 0.01
H 0.769 -4.327 -3.453 0.00
H 2.960 -4.601 -4.567 0.00
H 4.414 -2.641 -4.934 0.00
H 3.695 -0.402 -4.200 0.00
H 0.355 -0.713 -5.434 0.00
H -1.173 0.073 -7.195 0.00
H -2.274 2.277 -6.998 0.00
H -1.850 3.694 -5.017 0.00
H -0.356 2.896 -3.223 -0.01
N -1.934 -3.518 11.274 0.00
C -1.934 -3.101 10.205 0.00
C -1.934 -2.579 8.863 0.00
C -2.239 -3.419 7.794 0.00
C -2.245 -2.917 6.506 0.00
C -1.928 -1.584 6.290 0.00
C -1.622 -0.741 7.347 0.00
C -1.631 -1.239 8.637 0.00
N -1.923 -1.071 4.957 0.00
C -2.476 0.113 4.530 0.01
C -2.211 0.187 3.198 0.02
N -1.497 -0.919 2.795 0.02
C -1.351 -1.652 3.877 0.01
H -2.486 -4.455 7.979 0.00
H -2.518 -3.552 5.673 0.00
H -1.366 0.293 7.161 0.00
H -1.396 -0.596 9.474 0.00
H -3.020 0.759 5.196 0.00
H -2.491 0.963 2.506 -0.01
H -0.826 -2.592 3.942 0.00
```

## Properties
**Spin multiplicity**: 3
**Highest occupied orbital energy (spin up / spin down)**: -11.447 / -13.350 eV
**Net charge**: +2
**⟨S²⟩**: 2.0204
**Energy above the lowest of the compared OMol25 structures with the same formula, charge and spin**: 11.0 kJ/mol
**LUMO (spin up / spin down)**: -5.45 / -5.81 eV
**Gap between HOMO and LUMO (spin up / spin down)**: 6.00 / 7.54 eV

4.
Entry from OMol25: a cluster of 10 separate species, C32H80BF5N2O19SSi in total (wB97M-V/def2-TZVPD).

```
141
Properties=species:S:1:pos:R:3:mulliken_charge:R:1
C -3.572 4.678 0.757 -1.31
C -3.694 3.217 0.349 0.05
C -2.655 2.778 -0.691 -0.28
F -1.540 3.590 -0.630 -0.30
N -2.237 1.384 -0.496 1.61
C -3.298 0.533 -1.051 -1.40
C -3.591 -0.690 -0.179 0.83
O -4.932 -0.660 0.279 -0.51
Si -5.215 -1.190 1.830 0.77
C -7.012 -0.767 2.182 -1.26
C -4.169 -0.288 3.096 -0.29
C -4.964 -3.045 2.005 -1.09
C -0.897 0.985 -0.962 -0.33
F -1.066 -0.378 -1.243 -0.73
C -0.429 1.598 -2.314 -0.03
F 0.167 0.599 -3.089 -0.38
C 0.530 2.774 -2.238 0.47
C 0.223 3.917 -3.210 -1.89
C 0.193 1.036 0.161 0.09
O 0.397 -0.291 0.637 -0.21
C 1.614 -0.693 1.176 0.63
C 1.347 -1.011 2.653 -0.60
C 0.181 -1.957 2.916 -0.48
C -0.575 -1.628 4.212 -0.92
S 0.352 -1.866 5.693 1.47
O -0.500 -1.637 6.820 -0.64
O 1.015 -3.130 5.624 -0.71
O 1.502 -0.768 5.701 -0.36
C 2.792 0.293 1.093 -2.20
C 3.543 0.367 -0.242 0.20
C 4.337 1.677 -0.317 -1.66
O 2.624 0.339 -1.334 -0.29
N 1.992 -1.951 0.405 0.91
C 2.814 -2.872 1.062 0.39
O 2.518 -3.887 1.588 -0.45
F 4.069 -2.453 1.046 -0.25
C 0.921 -2.566 -0.299 0.01
O 0.050 -3.252 0.101 -0.49
F 1.056 -2.314 -1.596 -0.10
B -0.241 1.917 1.426 1.01
O -0.987 1.382 2.463 -0.07
O 0.263 3.172 1.502 -1.02
C 0.034 3.955 2.670 -0.85
H -3.489 5.310 -0.122 0.26
H -2.760 4.869 1.448 0.17
H -4.491 4.977 1.256 0.54
H -3.682 2.525 1.189 -0.28
H -4.673 3.099 -0.118 0.52
H -3.073 2.914 -1.694 0.60
H -3.105 0.236 -2.082 0.23
H -4.227 1.100 -1.096 0.64
H -3.367 -1.605 -0.729 0.28
H -2.884 -0.652 0.655 -0.55
H -7.655 -1.636 2.086 0.35
H -7.095 -0.336 3.178 0.37
H -7.332 -0.003 1.474 0.26
H -3.100 -0.490 3.017 -0.70
H -4.478 -0.674 4.070 0.60
H -4.362 0.784 3.113 0.34
H -5.925 -3.520 2.183 0.35
H -4.517 -3.465 1.106 0.30
H -4.314 -3.257 2.853 0.29
H -1.327 1.888 -2.868 0.62
H 1.531 2.406 -2.440 0.44
H 0.575 3.186 -1.235 -0.26
H 0.483 4.879 -2.779 0.28
H -0.807 3.928 -3.563 0.45
H 0.846 3.820 -4.100 0.42
H 1.079 1.490 -0.260 -0.20
H 2.259 -1.323 3.161 0.78
H 1.090 -0.045 3.096 0.29
H -0.562 -1.858 2.131 0.09
H 0.502 -2.991 2.987 0.53
H -0.996 -0.623 4.192 -0.07
H -1.393 -2.334 4.344 0.52
H 1.111 0.111 5.584 0.30
H 2.489 1.305 1.361 0.16
H 3.511 -0.012 1.852 0.94
H 4.251 -0.449 -0.343 0.62
H 4.639 2.007 0.676 0.38
H 3.662 2.439 -0.709 0.35
H 5.193 1.593 -0.978 0.40
H 2.767 -0.453 -1.857 0.20
H -1.922 1.300 2.241 0.02
H -1.026 4.141 2.823 0.21
H 0.533 4.910 2.536 0.25
H 0.418 3.464 3.560 0.25
C 0.730 -2.122 -5.097 -0.23
O 1.441 -1.453 -6.141 -0.55
H 0.965 -3.182 -5.161 0.22
H 1.042 -1.744 -4.122 -0.04
H -0.348 -1.990 -5.212 0.34
H 1.241 -0.516 -6.064 0.28
C 4.259 -2.260 7.445 -0.47
O 4.223 -0.877 7.101 -0.52
H 5.282 -2.601 7.301 0.27
H 3.979 -2.418 8.489 0.23
H 3.596 -2.847 6.804 0.18
H 3.319 -0.578 7.220 0.29
C 3.422 -5.574 -4.680 -0.42
O 4.115 -4.896 -5.725 -0.49
H 3.669 -6.630 -4.739 0.31
H 3.730 -5.190 -3.703 0.23
H 2.341 -5.458 -4.795 0.14
H 3.885 -3.965 -5.669 0.24
C 0.027 -7.206 -3.235 -0.36
O -0.025 -7.709 -4.567 -0.51
H 0.609 -7.906 -2.642 0.25
H 0.510 -6.226 -3.209 0.03
H -0.977 -7.125 -2.809 0.29
H -0.540 -7.097 -5.097 0.29
C -2.457 -4.171 7.138 -0.35
O -2.376 -5.405 6.427 -0.54
H -3.291 -4.245 7.831 0.34
H -1.540 -3.985 7.698 0.21
H -2.635 -3.335 6.456 0.04
H -1.632 -5.344 5.822 0.31
C 0.322 1.133 -9.154 -0.50
O -0.386 -0.050 -8.806 -0.49
H -0.177 1.567 -10.016 0.24
H 0.310 1.864 -8.340 0.21
H 1.359 0.913 -9.424 0.25
H 0.049 -0.442 -8.045 0.30
C 3.079 5.839 -1.289 -0.56
O 3.128 4.734 -2.185 -0.36
H 2.238 5.672 -0.619 0.14
H 3.993 5.911 -0.693 0.29
H 2.923 6.780 -1.823 0.30
H 3.868 4.866 -2.782 0.24
C -3.733 8.962 1.940 -0.56
O -3.758 7.747 1.197 -0.44
H -4.596 8.954 2.600 0.21
H -2.827 9.041 2.547 0.26
H -3.801 9.833 1.283 0.25
H -2.998 7.747 0.610 0.27
C 5.922 -2.051 -5.046 -0.36
O 6.688 -0.853 -4.973 -0.53
H 5.169 -1.990 -4.263 0.04
H 5.421 -2.144 -6.013 0.24
H 6.539 -2.935 -4.872 0.32
H 7.360 -0.889 -5.658 0.29
```

## Properties
**Highest occupied orbital energy**: -9.635 eV
**LUMO**: -0.13 eV
**Gap between HOMO and LUMO**: 9.50 eV

5.
Entry from OMol25: a structure of composition C12H24N6O6Zn (wB97M-V/def2-TZVPD).

```
49
Properties=species:S:1:pos:R:3:nbo_charge:R:1
O -0.415 0.112 -3.245 -0.75
H -0.560 0.316 -4.185 0.49
Zn -0.505 0.253 -0.217 1.65
N -0.444 1.940 0.791 -0.34
N 1.212 1.004 -0.997 -0.21
N -1.870 -0.613 0.899 -0.24
N -0.520 -1.550 -1.042 -0.24
O -1.210 2.266 1.789 -0.70
O -2.165 -0.148 2.155 -0.55
O 0.455 -2.045 -1.910 -0.59
O 2.087 0.357 -1.633 -0.62
C 1.496 2.233 -0.501 0.02
C 0.687 2.665 0.591 0.17
C -1.976 -1.938 0.698 0.19
C -1.310 -2.452 -0.479 0.22
C 1.065 3.699 1.586 -0.67
H 1.389 3.237 2.537 0.23
H 0.180 4.321 1.782 0.25
H 1.896 4.312 1.215 0.21
C 2.727 2.864 -1.001 -0.65
H 2.642 3.057 -2.076 0.22
H 3.573 2.182 -0.868 0.23
H 2.913 3.802 -0.485 0.20
C -2.478 -2.869 1.741 -0.69
C -1.257 -3.873 -0.875 -0.68
H -2.963 -2.320 2.554 0.26
H -1.652 -3.463 2.172 0.24
H -3.190 -3.592 1.320 0.23
H -0.589 -3.939 -1.738 0.26
H -2.252 -4.261 -1.131 0.24
H -0.857 -4.449 -0.032 0.24
H -1.870 0.841 2.094 0.51
H 0.859 -1.222 -2.313 0.55
C -1.356 0.820 -2.399 -0.31
H -0.825 1.592 -1.814 0.21
H -1.890 0.081 -1.772 0.17
H -2.125 1.338 -2.985 0.21
O -3.717 2.343 -0.407 -0.96
H -4.096 1.491 -0.108 0.46
H -3.058 2.545 0.293 0.49
N 2.024 -1.596 0.040 -0.32
C 3.119 -1.881 0.771 -0.03
C 3.033 -1.116 1.935 -0.35
C 1.827 -0.396 1.840 -0.03
N 1.230 -0.703 0.683 -0.39
H 1.771 -1.964 -0.879 0.44
H 3.859 -2.578 0.383 0.22
H 3.734 -1.053 2.738 0.23
H 1.371 0.350 2.481 0.23
```

## Properties
**Highest occupied orbital energy (spin up / spin down)**: -6.109 / -6.112 eV
**Energy above the lowest of the compared OMol25 structures with the same formula, charge and spin**: 0.0 kJ/mol
**LUMO (spin up / spin down)**: -0.93 / -0.93 eV
**Gap between HOMO and LUMO (spin up / spin down)**: 5.18 / 5.18 eV